# 1
73
Properties=species:S:1:pos:R:3 method="wB97M-V/def2-TZVPD" charge=+3 homo_energy_ev="-17.242 / -17.264" multiplicity=2 energy_ha=-8024.4715 s2=0.979 orbital_gap_ev="6.6152 / 6.2015" de_lowest_kcal_mol=3.4
Mn -0.31 0.02 0.43
O 0.60 -3.33 2.69
C 0.66 -2.33 2.04
N -0.48 -1.51 1.70
C -1.65 -1.76 2.21
C -2.02 -2.66 3.27
C -3.33 -2.75 3.57
C -4.38 -2.01 2.87
C -4.11 -1.16 1.87
C -2.72 -0.99 1.51
N -2.23 -0.24 0.58
C -3.11 0.53 -0.31
O -4.05 0.05 -0.85
C -2.60 1.91 -0.38
C -3.42 2.98 -0.67
C -2.89 4.26 -0.52
C -1.59 4.40 -0.08
C -0.83 3.26 0.17
N -1.32 2.03 0.01
C 1.91 -1.81 1.44
C 3.10 -2.45 1.74
C 4.28 -1.94 1.22
C 4.20 -0.80 0.45
C 2.96 -0.23 0.19
N 1.81 -0.72 0.65
H -1.28 -3.22 3.82
H -3.63 -3.39 4.39
H -5.41 -2.15 3.18
H -4.89 -0.61 1.36
H -4.44 2.81 -0.99
H -3.50 5.13 -0.72
H -1.15 5.37 0.07
H 0.20 3.33 0.49
H 3.07 -3.33 2.37
H 5.23 -2.41 1.43
H 5.09 -0.33 0.03
H 2.92 0.66 -0.41
C -0.52 1.76 -2.97
As 0.70 1.07 -1.63
C 1.94 2.55 -1.49
C 1.56 -0.34 -2.63
C 2.63 -0.15 -3.50
C 3.10 -1.23 -4.24
C 2.50 -2.48 -4.12
C 1.42 -2.66 -3.27
C 0.96 -1.59 -2.52
As -0.56 -1.73 -1.35
C -0.56 -3.54 -0.70
C -2.08 -1.77 -2.55
H 0.08 1.98 -3.85
H -0.99 2.68 -2.62
H -1.28 1.03 -3.23
H 2.79 2.36 -2.14
H 2.29 2.69 -0.47
H 1.43 3.44 -1.83
H 3.10 0.81 -3.62
H 3.93 -1.10 -4.91
H 2.86 -3.31 -4.71
H 0.95 -3.64 -3.20
H -0.72 -4.20 -1.55
H -1.38 -3.68 0.00
H 0.39 -3.79 -0.22
H -1.81 -2.47 -3.34
H -2.30 -0.80 -2.98
H -2.96 -2.14 -2.02
C 1.71 4.06 4.58
O 0.72 3.17 3.97
C 1.08 2.33 3.07
S 2.62 2.09 2.47
S -0.05 1.17 2.57
H 1.13 4.84 5.07
H 2.36 4.48 3.81
H 2.28 3.48 5.31

# 2
66
Properties=species:S:1:pos:R:3 method="wB97M-V/def2-TZVPD" charge=+1 homo_energy_ev=-11.388 energy_ha=-1492.2700 smiles="CCOC(=O)Nc1ccc2c(c1)N(C(=O)C[NH+]1CCN(CCO)CC1)c1ccccc1CC2" orbital_gap_ev=9.4775 de_lowest_kcal_mol=5.1
C -0.47 -5.36 2.49
C -0.37 -5.53 0.99
O 0.91 -5.12 0.50
C 1.09 -3.83 0.25
O 0.23 -2.97 0.32
N 2.38 -3.60 -0.15
C 2.81 -2.35 -0.60
C 3.65 -2.22 -1.70
C 3.94 -0.96 -2.20
C 3.37 0.18 -1.65
C 2.57 0.03 -0.53
C 2.34 -1.21 0.04
N 1.95 1.18 0.05
C 0.62 1.28 0.04
O -0.04 2.20 0.52
C -0.19 0.19 -0.71
N -1.59 0.57 -0.52
C -2.34 0.86 -1.76
C -3.70 1.45 -1.39
N -4.42 0.48 -0.59
C -5.85 0.70 -0.47
C -6.28 1.96 0.30
O -7.65 2.22 0.14
C -3.72 0.25 0.66
C -2.35 -0.35 0.34
C 2.78 2.13 0.73
C 2.41 2.47 2.02
C 3.16 3.37 2.76
C 4.29 3.92 2.19
C 4.66 3.56 0.91
C 3.92 2.66 0.15
C 4.47 2.36 -1.23
C 3.59 1.56 -2.18
H -0.39 -4.31 2.76
H -1.43 -5.74 2.84
H 0.32 -5.91 2.99
H -0.44 -6.59 0.71
H -1.14 -4.96 0.48
H 2.94 -4.41 -0.34
H 4.05 -3.10 -2.18
H 4.59 -0.87 -3.06
H 1.77 -1.30 0.95
H -0.01 -0.82 -0.31
H 0.09 0.19 -1.77
H -1.45 1.50 0.02
H -1.78 1.56 -2.37
H -2.48 -0.08 -2.30
H -4.27 1.64 -2.30
H -3.55 2.41 -0.87
H -6.26 0.76 -1.48
H -6.27 -0.19 0.01
H -6.03 1.86 1.37
H -5.78 2.84 -0.10
H -8.17 1.50 0.51
H -4.29 -0.45 1.26
H -3.57 1.18 1.24
H -1.79 -0.54 1.25
H -2.48 -1.30 -0.20
H 1.52 2.03 2.46
H 2.85 3.64 3.76
H 4.89 4.63 2.75
H 5.55 3.99 0.48
H 5.42 1.83 -1.09
H 4.72 3.32 -1.70
H 2.63 2.07 -2.31
H 4.08 1.52 -3.16

# 3
19
Properties=species:S:1:pos:R:3 method="wB97M-V/def2-TZVPD" charge=+1 homo_energy_ev=-13.466 energy_ha=-306.5999 orbital_gap_ev=10.3422 de_lowest_kcal_mol=22.5
N 0.01 0.65 1.50
C -0.28 -0.82 1.31
C 0.48 -1.30 0.08
N 0.36 -0.32 -1.00
C 1.09 -0.74 -2.20
H 0.27 1.07 0.61
H -0.89 1.11 1.65
H 0.65 0.83 2.26
H 0.11 -1.34 2.17
H -1.35 -0.92 1.16
H 1.54 -1.40 0.34
H 0.24 -2.32 -0.17
H -0.63 -0.29 -1.24
H 0.96 -1.80 -2.42
H 2.17 -0.69 -2.06
H 0.83 -0.04 -2.98
H -2.58 2.34 0.23
H -1.30 3.41 0.27
O -1.69 2.56 0.49

# 4
20
Properties=species:S:1:pos:R:3 method="wB97M-V/def2-TZVPD" charge=+1 homo_energy_ev=-15.115 energy_ha=-327.6508 orbital_gap_ev=11.9467 de_lowest_kcal_mol=45.1
C -0.27 0.19 0.11
C -0.15 1.59 -0.73
C -1.37 1.95 -1.50
N 1.08 -0.42 0.40
H -0.84 0.39 0.98
H -0.78 -0.63 -0.34
H 0.53 1.39 -1.61
H 0.39 2.35 -0.13
H -1.53 1.33 -2.30
H -2.25 1.88 -0.90
H -1.31 2.97 -1.96
H 1.61 0.46 0.72
H 1.07 -1.13 1.19
H 1.54 -0.86 -0.43
H -1.00 -1.57 3.14
H -0.53 -0.05 2.99
O -0.43 -0.95 2.51
H 1.95 -3.13 -1.16
H 0.72 -3.05 -0.51
O 1.58 -2.70 -0.46

Please write out number 4 again, unchanged.
20
Properties=species:S:1:pos:R:3 method="wB97M-V/def2-TZVPD" charge=+1 homo_energy_ev=-15.115 energy_ha=-327.6508 orbital_gap_ev=11.9467 de_lowest_kcal_mol=45.1
C -0.27 0.19 0.11
C -0.15 1.59 -0.73
C -1.37 1.95 -1.50
N 1.08 -0.42 0.40
H -0.84 0.39 0.98
H -0.78 -0.63 -0.34
H 0.53 1.39 -1.61
H 0.39 2.35 -0.13
H -1.53 1.33 -2.30
H -2.25 1.88 -0.90
H -1.31 2.97 -1.96
H 1.61 0.46 0.72
H 1.07 -1.13 1.19
H 1.54 -0.86 -0.43
H -1.00 -1.57 3.14
H -0.53 -0.05 2.99
O -0.43 -0.95 2.51
H 1.95 -3.13 -1.16
H 0.72 -3.05 -0.51
O 1.58 -2.70 -0.46